(1)
C5H11CaO4 as an isolated structure in a non-equilibrium geometry, computed with the ωB97M-V functional and the def2-TZVPD basis.

Each line ends with the Löwdin spin population.
Positions of all 21 atoms, in Å:
O -0.92 1.21 -2.05  0.08
Ca -0.24 1.65 -0.20  0.01
O 1.32 1.78 0.94  0.00
C 2.43 1.06 0.52  0.00
C 2.03 -0.22 -0.21  0.00
O 1.08 0.16 -1.20  0.03
C -0.01 -0.61 -1.76  0.02
C -1.35 -1.20 -0.01  0.57
O -1.56 0.08 0.50  0.09
C -2.51 0.25 1.55  0.03
H 3.07 0.75 1.37  0.00
H 3.05 1.66 -0.18  0.00
H 1.53 -0.92 0.49  0.00
H 2.88 -0.73 -0.68  0.00
H -0.55 -1.42 -2.31  0.07
H 0.67 -0.94 -2.58  0.06
H -0.52 -1.63 0.56  0.03
H -2.26 -1.79 -0.16  0.02
H -2.69 1.32 1.65  0.00
H -3.41 -0.32 1.28  0.00
H -2.06 -0.13 2.48  0.00

Computed properties:
2S+1 = 2
Highest occupied orbital energy (spin up / spin down) = -7.76 / -8.14 eV


(2)
A 4-piece molecular cluster, C5H11Cl5NO2 overall in a non-equilibrium geometry, computed with the ωB97M-V functional and the def2-TZVPD basis.

Each line ends with the Löwdin charge.
Positions of all 24 atoms, in Å:
Cl 1.43 -0.51 -0.01  0.09
C 0.19 -0.43 -2.43  -0.10
N 0.70 0.90 -2.96  -0.46
O 1.59 0.77 -3.79  0.02
O 0.12 1.91 -2.80  0.05
H 1.04 -1.09 -2.31  0.03
H -0.59 -0.80 -3.10  0.09
H -0.25 -0.15 -1.48  0.01
Cl -2.88 -3.68 1.27  0.45
C -2.00 -2.11 1.58  -0.61
C -0.54 -2.21 1.01  -0.75
Cl 0.35 -3.46 1.91  0.50
H -1.97 -2.00 2.67  0.05
H -2.63 -1.30 1.23  0.06
H 0.02 -1.29 1.15  -0.12
H -0.50 -2.43 -0.06  0.04
Cl 0.35 2.90 2.93  0.52
C 0.23 1.90 1.48  -0.73
C 1.26 2.29 0.49  -0.72
Cl 0.92 3.96 -0.18  0.47
H -0.80 2.03 1.16  0.07
H 0.31 0.86 1.79  0.02
H 1.35 1.63 -0.38  -0.06
H 2.30 2.29 0.84  0.07

Computed properties:
Net charge = -1
Highest occupied orbital energy = -5.36 eV


(3)
An isolated ion of composition C5H11ClN and charge +1 in a non-equilibrium geometry, computed with the ωB97M-V functional and the def2-TZVPD basis.

Each line ends with the Löwdin charge.
Positions of all 18 atoms, in Å:
C -0.48 -0.72 0.31  -0.57
C 0.12 -0.79 -2.18  -0.08
C 0.76 0.05 2.20  -0.03
C 0.08 1.61 0.44  0.01
C -1.04 -0.58 -1.22  -0.17
N 0.09 0.25 0.94  -0.17
Cl -0.52 -2.27 0.95  0.90
H 0.55 -1.78 -2.07  0.08
H -0.26 -0.70 -3.20  0.09
H 0.90 -0.05 -2.04  0.08
H 0.05 0.08 3.03  0.12
H 1.50 0.84 2.35  0.11
H 1.27 -0.91 2.22  0.08
H -0.87 1.87 -0.02  0.11
H 0.87 1.76 -0.29  0.12
H 0.25 2.30 1.27  0.11
H -1.50 0.39 -1.35  0.10
H -1.79 -1.36 -1.35  0.11

Computed properties:
Net charge = +1
Highest occupied orbital energy = -15.80 eV
SMILES string = CCC(Cl)=[N+](C)C


(4)
A 2-piece molecular cluster, C5H11FN2 overall in a non-equilibrium geometry, computed with the ωB97M-V functional and the def2-TZVPD basis.

Each line ends with the Löwdin charge.
Positions of all 19 atoms, in Å:
C 1.05 1.94 1.23  0.07
C 0.09 1.22 0.63  -0.34
C -1.19 1.81 0.35  -0.10
C 0.94 -2.01 -1.23  -0.04
C 0.49 -0.22 0.30  -0.35
N -1.30 -1.38 -0.76  0.01
N 0.00 -0.97 -0.80  -0.27
F 1.82 -0.36 0.36  0.01
H 2.04 1.64 1.47  0.05
H 1.07 3.01 1.36  0.06
H -1.47 1.44 -0.68  0.08
H -1.27 2.97 0.25  0.12
H -1.95 1.44 1.08  0.10
H 1.94 -1.53 -1.27  0.10
H 0.83 -2.82 -0.58  0.05
H 0.64 -2.33 -2.26  0.10
H -0.08 -1.14 1.61  0.17
H -1.69 -2.08 -0.08  0.11
H -1.95 -0.64 -1.00  0.07

Computed properties:
Highest occupied orbital energy = -8.33 eV


(5)
A 2-piece molecular cluster, C5H11FSi overall in a non-equilibrium geometry, computed with the ωB97M-V functional and the def2-TZVPD basis.

Each line ends with the Löwdin charge.
Positions of all 18 atoms, in Å:
C -1.89 -0.40 -1.02  -0.31
C -1.02 0.08 -0.17  -0.06
C -3.41 -0.37 -0.81  -0.13
C 2.11 -1.48 0.75  -0.20
C 2.51 1.76 0.18  -0.21
F 2.40 -0.29 -1.78  -0.17
Si 1.76 0.09 -0.37  0.66
H -1.77 -0.83 -1.97  0.06
H -1.33 0.57 0.73  0.00
H -3.96 0.30 -1.56  0.09
H -3.66 0.00 0.16  0.05
H -3.85 -1.33 -1.05  0.05
H 2.59 -2.28 0.19  0.01
H 2.93 -1.26 1.42  0.00
H 1.18 -1.89 1.25  0.04
H 3.46 1.90 -0.37  0.03
H 1.97 2.70 -0.10  0.03
H 2.50 1.62 1.32  0.05

Computed properties:
Highest occupied orbital energy = -8.27 eV


(6)
An isolated ion of composition C5H11INO and charge +1 in a non-equilibrium geometry, computed with the ωB97M-V functional and the def2-TZVPD basis.

Each line ends with the Löwdin charge.
Positions of all 19 atoms, in Å:
C 0.02 1.24 -1.09  -0.55
C 0.03 2.71 -1.11  -0.01
C -1.42 -0.92 0.96  -0.02
C 0.56 0.42 0.16  -0.54
C -0.10 -0.89 0.15  -0.39
N 0.81 -2.07 0.65  0.16
O -0.36 0.54 -1.98  0.09
I 2.68 0.27 -0.37  1.02
H 0.18 2.98 -2.27  0.16
H -0.94 3.18 -0.88  0.11
H 0.87 3.20 -0.62  0.08
H -2.15 -0.23 0.72  0.06
H -1.28 -0.93 2.06  0.09
H -2.04 -1.95 0.90  0.14
H 0.60 0.77 1.16  0.08
H -0.30 -1.14 -0.88  0.13
H 0.51 -2.48 1.65  0.22
H 1.82 -1.85 0.71  0.04
H 0.53 -2.85 0.09  0.14

Computed properties:
Net charge = +1
Highest occupied orbital energy = -13.68 eV
SMILES string = CC(=O)[C@H](I)[C@H](C)[NH3+]


Calculated total energy readings, ordered: -1175.32010 -2703.28174 -711.79656 -406.31431 -586.40677 -624.51016 Eh
Energy relative to the best compared isomer or geometry (same formula, charge and spin) readings, ordered: 6.910 1.481 0.355 4.599 2.181 0.792 eV